(1)
Computed, not measured: 6 unconnected molecules or ions with the total composition C30H28O18 at a distorted geometry, with wB97M-V/def2-TZVPD.

Each line ends with the Mulliken charge.
Geometry (Å):
O -1.648793 -5.096820 6.235238  -0.635
C -1.864798 -5.651672 5.154711  0.716
C -2.103850 -4.888382 3.974105  -0.606
C -2.315854 -5.554077 2.632085  0.592
O -2.501024 -5.031836 1.490996  -0.360
C -2.164254 -7.053987 2.472334  0.431
O -2.348132 -7.581387 1.381943  -0.563
C -1.891468 -7.794742 3.653383  -0.546
C -1.770520 -7.104187 5.061720  0.315
O -1.526369 -7.905899 6.201377  -0.504
H -2.266463 -3.715796 3.930849  0.204
H -2.394159 -4.059375 1.394578  0.308
H -1.779698 -8.947733 3.562666  0.311
H -1.258128 -7.423863 6.977281  0.337
O 2.150779 4.774330 -1.213533  -0.708
C 3.036974 3.929280 -0.875608  0.868
C 2.760872 2.659032 -0.322442  -1.938
C 3.861306 1.653639 -0.053554  0.265
O 3.649951 0.431395 0.481658  -0.582
C 5.285086 1.906599 -0.467777  0.840
O 6.164957 1.049540 -0.316886  -0.680
C 5.478681 3.245892 -0.986401  -0.695
C 4.341451 4.284867 -1.245176  0.238
O 4.657126 5.468656 -1.855936  -0.510
H 1.911828 2.414781 -0.034814  1.595
H 4.605420 0.011526 0.683372  0.426
H 6.374470 3.451861 -1.499720  0.477
H 3.870843 5.933311 -2.227789  0.377
O -3.139945 1.381518 -1.101374  -0.686
C -3.893540 0.437763 -1.524035  1.164
C -4.960171 -0.174638 -0.672283  -0.827
C -5.787483 -1.283439 -1.223095  0.581
O -6.602523 -2.097562 -0.448285  -0.413
C -5.845783 -1.492996 -2.637733  0.450
O -6.631240 -2.266910 -3.192509  -0.551
C -4.875948 -0.912798 -3.491885  -0.617
C -3.797642 0.181171 -2.951582  0.029
O -2.850665 0.690121 -3.770376  -0.522
H -4.767682 -0.125142 0.432334  0.171
H -6.531770 -1.786802 0.401483  0.313
H -4.770347 -1.338587 -4.429059  0.483
H -2.436477 1.242056 -3.045203  0.426
O 4.988488 3.332012 -4.703631  -0.601
C 4.240128 2.460721 -4.352509  0.834
C 4.723147 1.098426 -4.007983  -0.557
C 3.719095 0.051990 -3.525417  0.294
O 4.086824 -1.019409 -2.782697  -0.494
C 2.205413 0.299435 -3.586898  0.847
O 1.396043 -0.659184 -3.492507  -0.602
C 1.727534 1.655919 -3.916565  -1.792
C 2.754559 2.693472 -4.220776  0.370
O 2.384244 3.957464 -4.733375  -0.551
H 5.847176 0.841620 -3.814928  0.247
H 4.986732 -1.057914 -2.454748  0.378
H 0.803624 1.630979 -4.022866  1.286
H 3.040426 4.462762 -5.146895  0.345
C -1.164688 3.256857 4.290088  -0.992
C -0.859263 4.367776 3.300600  0.677
C -0.207678 4.055947 1.970975  -0.829
O -1.345440 5.487790 3.524871  -0.570
H -0.173655 2.932487 4.670149  0.309
H -1.583476 2.423259 3.832063  0.250
H -1.763325 3.534694 5.229689  0.281
H 0.645007 3.735419 2.063505  0.397
H -0.183740 4.987599 1.261966  0.250
H -0.806593 3.305964 1.510774  0.246
C -0.132356 -0.408898 -0.646465  -0.544
C -0.827438 -0.712418 0.747255  0.550
C -0.123916 -0.166755 1.970520  -0.642
O -1.851231 -1.414582 0.906881  -0.634
H 0.140198 0.607099 -0.676162  0.123
H -0.973391 -0.532819 -1.462613  0.068
H 0.692094 -1.108857 -0.878163  0.483
H 0.793045 -0.639512 2.289028  0.338
H -0.937587 -0.132170 2.690837  0.321
H 0.334982 0.814120 1.630940  -0.059

Atoms 1-3, force components in eV/Å:
-0.1862 -0.6817 -0.1497
0.5389 1.8500 1.0320
-1.7712 0.5825 -6.2811

Calculated values
Kohn-Sham gap, eV: 5.87
E_LUMO, eV: -3.0
SMILES string: O=C1C=C(O)C(=O)C=C1O.O=C1C=C(O)C(=O)C=C1O.O=C1C=C(O)C(=O)C=C1O.O=C1C=C(O)C(=O)C=C1O.CC(C)=O.CC(C)=O
ΔE to the lowest compared entry with this formula, charge and spin, kJ/mol: 0.0
Highest occupied orbital energy, Ha: -0.328

---

(2)
Computed, not measured: 2 unconnected molecules or ions with the total composition C30H28OPS2 at a distorted geometry, with wB97M-V/def2-TZVPD.

Each line ends with the natural charge from an NBO analysis.
Geometry (Å):
C -4.840415 -0.657275 -4.118226  -0.099
C -4.145068 -1.858314 -4.153905  -0.221
C -2.774090 -1.863197 -4.171410  -0.106
C -2.043068 -0.652907 -4.159847  -0.142
C -0.647186 -0.651598 -4.201684  -0.144
S 0.299016 0.823564 -4.223136  0.491
C 1.904894 0.064944 -4.394503  -0.555
C 1.868416 -1.366107 -3.881072  -0.556
S 0.298487 -2.125670 -4.246070  0.471
C -2.776894 0.555455 -4.123492  -0.104
C -4.148141 0.545702 -4.105689  -0.222
H -5.918899 -0.658789 -4.134682  0.235
H -4.686167 -2.788729 -4.165943  0.239
H -2.235129 -2.791769 -4.193901  0.223
H 2.186009 0.106611 -5.452373  0.244
H 2.629547 0.671840 -3.843131  0.266
H 2.662849 -1.982473 -4.312958  0.264
H 1.985433 -1.388632 -2.793421  0.253
H -2.240340 1.485375 -4.104933  0.223
H -4.692184 1.474339 -4.082052  0.238
C -2.903050 -0.493233 -0.405441  -0.683
C -1.496040 -0.255673 0.062855  0.493
C -1.296195 -0.019342 1.404344  -0.891
P 0.363796 0.278983 2.014295  1.558
C 1.408322 -1.150101 1.650997  -0.402
C 2.083571 -1.217498 0.453696  -0.169
C 2.892784 -2.305130 0.172910  -0.223
C 3.002777 -3.329121 1.091051  -0.184
C 2.305141 -3.273279 2.281491  -0.224
C 1.507385 -2.177187 2.561970  -0.112
C 1.038669 1.772116 1.245051  -0.410
C 2.397151 1.928476 1.083993  -0.188
C 2.898196 3.073811 0.489208  -0.215
C 2.031664 4.061346 0.068748  -0.187
C 0.670558 3.912571 0.246299  -0.226
C 0.174961 2.763554 0.837378  -0.102
C 0.259044 0.512850 3.802986  -0.303
C 1.160843 1.335153 4.437425  -0.209
C 1.082405 1.517855 5.807129  -0.189
C 0.097976 0.874609 6.529175  -0.182
C -0.805526 0.048214 5.891599  -0.204
C -0.720136 -0.135487 4.523144  -0.200
O -0.569242 -0.274427 -0.757081  -0.761
H -3.596654 -0.478428 0.436317  0.214
H -3.215789 0.275039 -1.113408  0.211
H -2.992692 -1.461725 -0.898533  0.217
H -2.121197 0.016326 2.085195  0.235
H 1.958575 -0.424755 -0.265420  0.232
H 3.431096 -2.353945 -0.759804  0.206
H 3.632079 -4.178423 0.877303  0.221
H 2.376450 -4.084112 2.988544  0.224
H 0.958773 -2.119796 3.487311  0.215
H 3.064400 1.155593 1.426783  0.224
H 3.961608 3.192609 0.354695  0.222
H 2.419260 4.953315 -0.396796  0.221
H -0.003176 4.690704 -0.073949  0.221
H -0.884998 2.637604 0.985442  0.229
H 1.917786 1.835666 3.857400  0.223
H 1.785821 2.164397 6.306081  0.224
H 0.032801 1.019163 7.595446  0.225
H -1.578502 -0.446534 6.457259  0.225
H -1.417764 -0.784152 4.019347  0.229

Atoms 1-3, force components in eV/Å:
0.1840 -0.0150 -0.1603
-0.2079 -0.0751 0.0291
0.5331 0.4066 0.0465

Calculated values
Kohn-Sham gap, eV: 4.86
E_LUMO, eV: -4.8
ΔE to the lowest compared entry with this formula, charge and spin, kJ/mol: 0.0
Highest occupied orbital energy, Ha: -0.355
Charge: +1

---

(3)
Computed, not measured: a molecular structure, C30H29AsF3IrN3O3P2S2Se2, with wB97M-V/def2-TZVPD.

Each line ends with the Mulliken charge.
Geometry (Å):
Ir 0.072835 0.549102 0.114210  1.196
Se 5.577292 2.069049 -3.083142  -0.321
P 4.450097 0.442454 -3.759048  0.503
C 3.717046 0.756482 -5.397880  0.953
C 3.622664 -0.241463 -6.366745  -0.131
C 3.194345 0.070492 -7.649624  -0.968
C 2.854423 1.375351 -7.974150  -0.576
C 2.954397 2.376423 -7.015302  -0.910
C 3.400140 2.071731 -5.738841  -0.624
C 5.303160 -1.143666 -3.895975  0.524
C 6.681156 -1.146660 -4.064082  -0.647
C 7.352287 -2.349846 -4.234635  -0.639
C 6.648079 -3.544116 -4.233076  -0.510
C 5.269517 -3.542698 -4.056376  -0.703
C 4.595757 -2.344836 -3.885682  -0.262
C 3.134333 0.073234 -2.551986  0.416
C 1.793191 0.364572 -2.365084  -0.158
N 1.531087 0.006404 -1.076725  0.380
N 2.619899 -0.495324 -0.526239  -0.628
N 3.589332 -0.467964 -1.394162  -0.606
P 0.420553 0.945122 -3.317209  0.611
Se -1.232050 0.999555 -1.832627  -0.268
C 0.751325 2.585368 -3.928798  1.002
C 1.680134 3.371513 -3.245871  -0.648
C 1.894539 4.677217 -3.654209  -0.661
C 1.183804 5.193117 -4.729691  -0.500
C 0.251817 4.410793 -5.400484  -0.909
C 0.028686 3.103395 -5.002354  -0.200
C -0.037278 -0.170307 -4.641447  0.880
C 0.467133 0.013853 -5.926640  0.424
C 0.124495 -0.881244 -6.927125  -0.899
C -0.705097 -1.957776 -6.648396  -0.676
C -1.198170 -2.147820 -5.364163  -0.824
C -0.869097 -1.254980 -4.358467  -0.743
H 3.900418 -1.260626 -6.133524  0.392
H 3.144362 -0.707757 -8.400100  0.476
H 2.535399 1.618681 -8.979523  0.417
H 2.715672 3.400771 -7.269785  0.486
H 3.547020 2.858983 -5.012286  0.445
H 7.221847 -0.208407 -4.047705  0.354
H 8.426298 -2.352209 -4.362233  0.408
H 7.173362 -4.481051 -4.363015  0.393
H 4.722177 -4.476034 -4.046327  0.423
H 3.521834 -2.347081 -3.736313  0.418
H 2.246279 2.968538 -2.414892  0.373
H 2.622708 5.286670 -3.136531  0.449
H 1.356512 6.212986 -5.047144  0.441
H -0.304763 4.820498 -6.232230  0.462
H -0.702297 2.496270 -5.521850  0.527
H 1.116456 0.848432 -6.150424  0.142
H 0.511894 -0.734649 -7.926477  0.507
H -0.971074 -2.650621 -7.435560  0.416
H -1.847989 -2.984446 -5.147198  0.438
H -1.263197 -1.394270 -3.360113  0.317
C 2.236723 -1.955481 2.396641  -0.978
As 0.349680 -2.220066 2.231026  0.743
C -0.553765 -1.458939 3.746991  -1.016
C 0.010693 -4.107434 2.244472  -1.099
S -0.539845 -1.618381 0.340109  -0.447
H 2.531835 -2.348095 3.369981  0.487
H 2.453341 -0.893662 2.321808  0.247
H 2.743618 -2.485116 1.593965  0.368
H -0.674976 -2.226921 4.509449  0.456
H -1.526312 -1.095350 3.421751  0.346
H 0.041897 -0.635057 4.127047  0.280
H 0.428485 -4.533467 3.155332  0.415
H 0.484580 -4.556164 1.373922  0.364
H -1.063411 -4.278187 2.213575  0.392
F 1.258234 3.346699 3.975982  -0.179
C 0.047338 2.966039 3.610341  0.426
F -0.746000 4.012278 3.487918  -0.173
F -0.449137 2.122068 4.508296  -0.179
S 0.160021 2.101955 1.988870  1.378
O 1.043395 0.920409 2.193906  -0.735
O 0.671817 3.013205 0.995474  -0.558
O -1.198024 1.587045 1.666485  -0.706

Atoms 1-3, force components in eV/Å:
-0.2239 0.3476 -0.1973
0.0208 0.0584 0.0366
-0.0909 0.0398 -0.0144

Calculated values
Kohn-Sham gap, eV: 6.03
E_LUMO, eV: -4.0
ΔE to the lowest compared entry with this formula, charge and spin, kJ/mol: 0.0
Highest occupied orbital energy, Ha: -0.369
Charge: +1

---

(4)
Computed, not measured: a molecular structure, C30H29BiF5N5O2Se3, with wB97M-V/def2-TZVPD.

Each line ends with the Mulliken charge.
Geometry (Å):
Bi 0.809459 0.019361 -0.096579  1.487
C -2.000300 0.530966 2.386377  -0.763
N -1.638479 1.059899 1.079159  1.216
C -2.750820 0.971178 0.140486  0.185
C -2.914754 -0.351378 -0.572314  0.685
C -4.150402 -0.638258 -1.150125  -1.294
C -4.302772 -1.810872 -1.862340  -0.456
C -3.220748 -2.675233 -1.968543  -1.010
C -2.035298 -2.308671 -1.360681  -0.356
N -1.875775 -1.171634 -0.680590  0.991
C -1.129927 2.428895 1.131308  -0.279
C 0.126756 2.547699 1.949595  0.340
C 0.358810 3.664474 2.737340  -1.018
C 1.511756 3.731240 3.500000  -0.553
C 2.390669 2.660955 3.484112  -1.043
C 2.106772 1.587682 2.661452  -0.588
N 1.017302 1.544949 1.887844  0.798
C -1.980676 -0.977588 2.420184  0.419
C -3.075483 -1.691335 2.886248  -1.002
C -3.015523 -3.074784 2.912735  -0.462
C -1.862315 -3.697389 2.473029  -0.816
C -0.813020 -2.903221 2.032787  -0.194
N -0.859657 -1.572919 2.005873  0.062
H -1.294490 0.887692 3.138222  0.488
H -2.996951 0.887975 2.683510  0.177
H -3.699376 1.203737 0.648788  0.380
H -2.613280 1.728729 -0.633849  -1.278
H -4.971693 0.059546 -1.043978  0.492
H -5.250526 -2.051557 -2.326631  0.442
H -3.292226 -3.606399 -2.513153  0.438
H -1.161182 -2.949554 -1.421415  0.358
H -0.901056 2.729422 0.102130  -0.359
H -1.872311 3.141283 1.516285  0.467
H -0.367330 4.466247 2.743609  0.523
H 1.713590 4.602876 4.109039  0.430
H 3.288708 2.650655 4.085330  0.463
H 2.768513 0.729733 2.598745  0.633
H -3.967271 -1.167221 3.205747  0.399
H -3.858640 -3.654812 3.265754  0.420
H -1.770104 -4.774755 2.466477  0.425
H 0.107164 -3.352037 1.678670  0.408
O 5.013599 -0.439004 -2.756390  -0.491
C 5.818329 -0.285664 -1.599231  -1.341
C 5.030566 -0.210745 -0.273211  2.457
C 6.095640 -0.240313 0.821461  -1.388
O 5.500191 -0.145258 2.111665  -0.450
C 4.127700 -1.441965 -0.226741  -1.084
Se 2.642480 -1.533914 1.053840  -0.412
C 4.292598 1.126764 -0.150869  -1.499
Se 2.723045 1.474703 -1.294514  -0.214
H 4.392227 0.301928 -2.801330  0.339
H 6.450544 0.606896 -1.678768  0.403
H 6.476524 -1.157569 -1.586436  0.428
H 6.783932 0.600870 0.668942  0.351
H 6.672277 -1.167650 0.729843  0.531
H 6.092736 -0.542287 2.754144  0.311
H 4.730468 -2.326408 -0.009503  0.469
H 3.681147 -1.579688 -1.203576  -0.001
H 4.979943 1.936786 -0.404751  0.543
H 3.985353 1.278814 0.878775  0.265
F -2.535419 6.778626 -3.305266  -0.342
C -1.816755 5.644325 -3.128292  0.358
C -1.954744 4.793446 -1.932830  0.566
F -1.328000 5.089009 -0.771905  -0.267
C -2.977473 3.767992 -2.091003  0.101
F -4.180346 4.001136 -2.638594  -0.352
C -1.750448 3.437803 -2.818395  0.482
Se -0.567699 1.970602 -2.563620  -0.272
C -1.698283 4.348320 -4.029484  0.067
F -2.353531 4.047386 -5.160134  -0.349
C -0.625294 5.322249 -3.910949  -0.423
F 0.624714 5.163467 -3.499823  -0.190
N 2.155923 -1.989188 -3.114921  0.029
C 1.417113 -1.689902 -2.276846  -0.480
H 2.843222 -2.133950 -3.826459  0.204

Atoms 1-3, force components in eV/Å:
-0.3677 -0.0229 0.0372
-0.0016 -0.0600 0.0348
0.0990 0.1324 -0.0670

Calculated values
Kohn-Sham gap (alpha / beta), eV: 6.44 / 6.28
E_LUMO (alpha / beta), eV: -0.3 / -0.4
ΔE to the lowest compared entry with this formula, charge and spin, kJ/mol: 551.9
Highest occupied orbital energy (alpha / beta), Ha: -0.247 / -0.246

---

Which value of ΔE to the lowest compared entry with this formula, charge and spin does entry 2 give?
0.0 kJ/mol

---

Which of these has the highest ΔE to the lowest compared entry with this formula, charge and spin?
C30H29BiF5N5O2Se3